Computed, not measured: 5 unconnected molecules or ions with the total composition C39H73N3O13PS, with ωB97M-V/def2-TZVPD.

Structure (XYZ):
```
130
Properties=species:S:1:pos:R:3:forces:R:3:lowdin_charge:R:1
S -1.83312 1.63507 -3.51065 0.13 0.00 0.36 0.300
P -0.93288 0.72158 -2.08125 -0.32 0.52 -2.50 0.509
O -4.27959 4.32270 -2.35291 0.07 -0.26 0.21 -0.051
O 5.92051 1.18229 0.31765 -0.07 0.06 0.25 0.113
O 1.27788 -6.88453 1.70046 0.07 -0.07 -0.18 -0.004
O -2.06458 8.92906 -5.64428 -0.19 -0.17 -0.17 0.135
O -2.76477 6.79153 -5.72476 0.09 0.04 -0.01 0.029
O 6.31751 -4.69584 -0.99522 -0.13 0.37 0.09 0.127
O 5.68103 0.10535 2.27883 -0.06 0.07 -0.11 0.015
O 0.11587 4.49193 1.04689 -0.93 0.04 0.42 -0.148
O 2.49783 -8.40675 2.82633 -0.09 0.37 0.05 0.141
O 5.03546 -3.20086 -2.07723 0.00 -0.02 -0.04 -0.002
O 0.24609 -3.00530 0.64063 -1.32 -0.65 0.61 -0.119
O -2.06349 3.04506 -0.56834 0.13 -0.46 -0.05 -0.081
O 0.65924 1.99044 0.41417 -0.80 -0.63 0.12 -0.107
N -0.75030 1.15684 2.22833 -0.48 -0.15 -1.26 0.096
N -1.84590 0.64145 -0.48735 -0.16 -0.44 -0.31 -0.256
N -6.53715 -4.15206 2.24721 0.18 0.58 -0.10 0.000
C -0.68341 5.59936 0.63938 0.94 0.44 -0.57 -0.064
C -3.28012 3.72086 -0.23131 -0.71 0.48 -0.16 -0.151
C 4.40410 -3.11672 -3.36697 -0.08 0.09 -0.24 -0.157
C 1.99925 -8.04188 1.80674 0.13 -0.58 0.34 -0.475
C -0.53891 2.09446 1.15921 -0.35 1.39 0.49 -0.397
C 1.13779 -3.45512 1.77926 -2.55 0.34 -1.81 0.024
C -2.30483 -0.69539 2.68529 -0.42 0.14 -0.84 -0.108
C -0.13439 -2.59918 1.94093 3.33 0.48 0.58 -0.272
C 0.14526 -1.09731 2.29038 -1.62 -1.98 -1.22 -0.055
C -1.81143 1.95950 0.25258 0.25 0.85 1.46 -0.245
C -3.62956 4.84193 -1.19546 -0.65 1.23 -0.07 -0.400
C 5.76204 -4.34721 -1.99504 0.12 -0.57 0.20 -0.483
C -4.60081 5.79477 -0.44269 0.00 -0.99 0.36 -0.025
C -3.28668 -1.71666 2.05671 -0.02 -1.19 1.71 -0.187
C 5.23011 -4.01328 -4.27419 0.02 -0.14 -0.21 -0.152
C 1.59794 -7.67940 -0.49374 0.04 -0.13 -0.23 -0.155
C 0.72481 -6.79152 0.37549 -0.12 0.14 -0.23 -0.166
C 4.74552 -1.90932 1.51966 -0.02 -0.31 -0.15 -0.152
C 2.01674 -8.77097 0.48120 0.03 0.48 -0.37 -0.070
C -0.55345 3.52777 1.81962 0.81 -0.58 0.46 -0.115
C 1.87640 1.94448 1.17930 1.18 -0.52 -0.96 -0.169
C 5.44793 -1.25137 2.69361 -0.06 -0.23 0.16 -0.138
C -1.91261 7.78296 -5.34779 0.08 0.46 0.25 -0.484
C 4.49211 3.10245 2.41830 -0.34 0.77 0.02 -0.096
C -0.89594 5.72221 -4.78301 0.22 -0.06 0.18 -0.158
C 5.70865 -5.09280 -3.31052 0.02 0.48 -0.37 -0.070
C -3.55613 -0.85930 -1.71641 0.02 -0.07 -0.37 -0.078
C -3.92967 -2.57440 3.22079 -1.13 0.51 -0.30 -0.185
C -6.33254 -2.68890 2.24577 -0.01 -0.06 0.05 -0.290
C 2.93452 2.82341 0.45450 -0.36 0.07 0.03 -0.166
C -5.43243 -2.17627 3.38081 0.62 0.39 -0.36 -0.206
C -1.17436 -0.46009 0.29807 1.29 0.62 0.25 -0.086
C -2.36757 5.55147 -5.11941 0.05 -0.19 0.00 -0.158
C -3.29151 0.34849 -0.79375 -1.27 -0.14 -0.66 -0.203
C 5.34573 -1.17324 0.33091 -0.41 -0.07 0.43 -0.073
C 3.60550 3.85564 1.39270 -0.11 -1.07 -0.70 -0.223
C 5.67011 0.18014 0.92415 0.35 -0.08 -0.42 -0.481
C -0.80708 7.21333 -4.48165 0.10 -0.55 -0.29 -0.074
C -1.08089 -0.23122 1.81841 0.76 -0.35 1.88 -0.371
H -4.15135 -1.25715 1.56205 0.58 0.07 -0.28 0.078
H 0.15741 7.62936 -4.75980 -0.10 0.26 0.15 0.127
H 3.67177 -1.70857 1.57135 0.04 0.06 0.06 0.084
H 6.26832 -1.64201 -0.01294 -0.05 0.04 -0.12 0.135
H -2.97977 5.38715 -4.22974 0.06 -0.04 -0.01 0.099
H -3.86810 -3.64829 2.99391 0.12 0.25 0.17 0.103
H 4.83905 -1.25444 3.59612 0.10 0.20 0.03 0.126
H 0.74476 -5.75214 0.04910 -0.05 0.03 0.18 0.107
H -4.15549 3.04460 -0.21628 0.41 -0.02 -0.20 0.142
H -5.89943 -2.43580 1.26013 -0.04 0.18 0.39 0.095
H 3.37045 -3.46000 -3.27080 0.02 -0.03 0.02 0.124
H 4.21956 4.50170 0.74936 -0.12 0.03 0.43 0.111
H -2.80485 -2.46164 1.40786 -0.05 0.60 -0.21 0.101
H -2.53650 4.73436 -5.81819 -0.17 0.13 -0.07 0.128
H -2.64385 1.90206 0.97531 0.37 -0.38 -0.07 0.168
H 1.76828 2.17266 2.24741 -0.23 0.32 -0.33 0.121
H 3.68277 2.15979 -0.00286 -0.01 0.28 0.30 0.095
H -3.85131 0.27493 0.14778 0.62 -0.16 -0.01 0.124
H -6.10451 -4.52309 1.40972 -0.10 -0.32 0.28 0.059
H 1.08522 -8.05055 -1.37988 -0.06 0.04 0.05 0.118
H -1.89158 -1.10540 3.61797 -0.13 0.04 -0.30 0.110
H -1.55536 3.82305 2.16203 0.14 -0.05 -0.32 0.130
H 1.01981 -4.53375 2.00088 0.56 0.81 -0.17 0.098
H 0.37374 1.19001 -1.84596 -0.34 -0.26 0.78 0.026
H 2.42234 3.29901 -0.39737 0.06 0.07 0.41 0.115
H -5.11418 6.47706 -1.12864 0.28 0.00 0.21 0.091
H -3.24974 4.15839 0.78072 0.46 -0.20 -0.27 0.122
H -3.71594 1.22649 -1.30116 0.48 -0.09 0.11 0.104
H -0.07097 1.19165 2.97665 0.08 0.04 -0.21 0.129
H 2.24706 0.90191 1.12967 -0.30 0.25 0.21 0.108
H 4.63831 -1.08040 -0.48799 0.28 0.07 -0.19 0.116
H 6.40971 -1.71722 2.91638 0.00 0.02 -0.03 0.133
H 2.01968 -2.99971 1.33977 0.69 -0.27 1.68 0.096
H -2.74319 -1.59660 -1.75841 -0.24 0.13 0.24 0.067
H 0.25000 -1.06446 3.38134 0.14 0.40 -0.26 0.138
H 4.88413 -2.98942 1.48514 0.05 0.03 0.03 0.123
H 6.08827 -3.45993 -4.65942 -0.05 0.01 0.01 0.123
H -0.56513 5.08405 -3.96361 -0.09 -0.04 -0.02 0.105
H -0.28653 5.48772 -5.65775 -0.03 -0.02 0.02 0.121
H 1.06003 -0.85253 1.73921 -0.12 0.29 0.37 0.107
H 4.40181 -2.08113 -3.70271 0.02 0.04 0.21 0.126
H -0.31286 -7.13341 0.40469 0.02 -0.02 0.03 0.130
H -1.55611 -1.44577 0.02307 -0.34 0.42 0.14 0.118
H 4.55941 3.70821 3.33264 0.31 -0.28 -0.17 0.075
H -5.80350 -2.44335 4.38163 -0.09 -0.18 -0.40 0.115
H -0.96188 5.44926 -0.41231 -0.34 0.07 0.35 0.076
H 4.99112 -5.91059 -3.22390 0.09 -0.06 0.06 0.130
H 1.29330 -9.58681 0.51751 0.08 -0.05 0.07 0.135
H -2.77414 5.44552 -1.53588 0.17 -0.46 0.34 0.131
H -5.45569 -1.07010 3.34078 -0.11 -0.30 0.16 0.109
H -1.02996 7.43344 -3.43572 0.04 0.12 -0.03 0.125
H -5.36329 5.15817 0.04108 0.03 0.32 -0.26 0.094
H -4.68135 5.07036 -2.81682 0.03 -0.25 0.05 0.092
H -1.53586 5.80584 1.30021 0.10 -0.26 -0.19 0.093
H -3.70687 -0.50838 -2.74536 0.16 -0.06 0.28 0.061
H -7.28834 -2.14163 2.28846 0.14 -0.36 0.08 0.105
H -0.03061 6.48603 0.65706 -0.21 -0.27 0.11 0.102
H -0.82253 -0.65078 -2.41945 0.15 0.20 0.87 0.020
H 0.04727 3.40486 2.74240 -0.30 0.02 -0.19 0.134
H 4.66981 -4.39677 -5.12520 -0.05 0.04 0.04 0.119
H -0.99477 -3.08499 2.41168 0.25 0.03 -0.29 0.141
H -3.46281 -2.37260 4.19263 0.22 -0.20 -0.34 0.104
H -2.88549 0.18548 3.00344 0.26 -0.15 -0.22 0.125
H 2.80454 4.45904 1.84312 0.31 -0.09 0.05 0.098
H 3.00993 -9.15349 0.26286 -0.06 -0.21 0.22 0.130
H -4.10055 6.32423 0.38034 -0.04 0.12 -0.46 0.084
H 6.68934 -5.47523 -3.57988 -0.05 -0.21 0.21 0.131
H -4.47467 -1.39831 -1.44948 0.31 0.24 0.25 0.090
H -0.13058 -0.46181 -0.06472 -0.31 0.00 0.19 0.114
H 4.09331 2.11561 2.69630 -0.04 0.32 -0.07 0.059
H 2.47932 -7.12454 -0.82321 -0.03 0.01 0.01 0.115
H -6.09685 -4.57363 3.05774 -0.10 -0.07 -0.13 0.061
H 5.47684 2.92463 1.97754 -0.16 0.06 0.30 0.066
```
Forces are in eV/Å.

Gap between HOMO and LUMO: 0.32911 Ha
Charge: +1